*a*
{
  "formula": "C2H5N3S",
  "method": "ωB97M-V with the def2-TZVPD basis set",
  "elements": ["C", "C", "H", "H", "H", "H", "H", "N", "N", "N", "S"],
  "coordinates": [[-1.2662, 0.5560, -0.1186], [0.8877, 0.4313, 0.9374], [0.0755, -2.3101, -0.7026], [-1.4067, 1.2081, 0.7489], [-1.8156, -0.1697, -1.7626], [0.3725, 1.0680, 1.6401], [2.5596, -0.2678, 0.3609], [0.0453, 0.0048, -0.0616], [-2.1787, 0.4043, -0.9898], [2.1358, 0.2699, 1.1302], [0.5907, -1.1947, -1.1822]],
  "nbo_charge": [0.28, 0.27, 0.12, 0.17, 0.34, 0.17, 0.34, -0.60, -0.63, -0.64, 0.19],
  "homo_ev": -9.77,
  "smiles": "[H]/N=C\\N(S)/C=N\\[H]",
  "lumo_energy_ev": 0.38
}



*b*
{
  "formula": "C2H5N3S",
  "method": "ωB97M-V with the def2-TZVPD basis set",
  "elements": ["C", "C", "H", "H", "H", "H", "H", "N", "N", "N", "S"],
  "coordinates": [[-0.6331, -0.1464, -0.2438], [1.7057, -0.4778, -0.0169], [-3.9831, 0.6721, 0.1366], [-0.6806, -1.1985, -0.5171], [0.6703, 1.4435, -0.1410], [1.5184, -1.4941, -0.4452], [2.7957, 0.8325, 0.8089], [-1.6639, 0.4908, 0.0668], [0.6061, 0.3769, -0.3287], [2.8166, -0.1963, 0.4649], [-3.1521, -0.3027, 0.2156]],
  "nbo_charge": [0.26, 0.28, 0.11, 0.15, 0.41, 0.17, 0.33, -0.63, -0.63, -0.63, 0.18],
  "homo_ev": -8.53,
  "smiles": "[H]/N=C\\N/C=N/S",
  "lumo_energy_ev": 0.92
}



Which of the structures shown above is the most stable? The most stable is *a*.